{"formula": "C44H49GaN4O8P4Te", "method": "ωB97M-V/def2-TZVPD", "elements": ["H", "H", "H", "Te", "C", "H", "H", "C", "C", "H", "H", "O", "O", "H", "P", "C", "H", "C", "C", "H", "C", "C", "C", "H", "H", "C", "C", "H", "H", "Ga", "H", "H", "H", "C", "H", "C", "N", "H", "H", "H", "C", "C", "O", "C", "C", "P", "C", "H", "H", "C", "C", "H", "N", "N", "H", "H", "H", "H", "H", "O", "C", "C", "H", "H", "H", "H", "H", "C", "C", "C", "H", "C", "O", "C", "C", "O", "P", "C", "C", "C", "C", "C", "H", "H", "H", "C", "H", "H", "C", "C", "C", "C", "H", "O", "P", "C", "H", "H", "C", "C", "C", "N", "O", "C", "H", "C", "H", "H", "H", "H", "H"], "xyz": [[4.038971, -0.739947, 3.343065], [-2.951760, 4.516383, -0.206255], [1.416784, 4.347788, 1.929829], [4.350077, -1.739316, 0.083290], [-1.196767, -2.785730, 2.898731], [5.386866, 1.144982, 0.989395], [3.855198, 0.403853, 5.543046], [-1.573805, -2.905422, -2.036831], [-1.792268, 1.055416, -4.300784], [-2.420156, 2.097505, 1.592409], [5.498933, 1.487487, -2.786707], [3.339441, 1.385544, 0.709049], [3.862654, 0.973529, -1.710494], [3.093857, -4.811956, 2.875409], [3.269340, 0.242949, -0.408942], [3.091907, -0.338729, 3.680725], [4.500302, 1.963726, 2.275741], [-1.578025, -3.088678, -0.655277], [-2.763415, 1.608105, 2.495671], [1.426272, -3.038168, 2.600212], [1.764532, 0.820518, 5.322080], [-2.611971, 0.443295, -2.058170], [-2.546997, -0.112079, 4.170584], [-5.993389, 0.335256, -1.888612], [-4.291707, -4.750899, -2.839141], [1.672491, 3.511930, -1.849066], [-4.957987, 0.232668, -1.590002], [5.850480, 3.616860, 0.954923], [5.683994, -0.011742, -1.858323], [-0.108294, 0.112396, -0.366774], [3.614511, -6.328770, 0.997601], [-2.530456, -3.377459, -3.896013], [0.954933, 3.795672, -2.619873], [4.913641, 3.221709, 0.562715], [2.471488, 4.245430, -1.806786], [-3.878533, 2.104210, 3.154370], [-0.850845, -1.822390, 1.839639], [4.080112, -1.168228, -3.369653], [-0.859746, -3.782806, 2.622812], [-0.693050, -2.509764, 3.826425], [1.975535, -0.464596, 2.872047], [4.607168, 1.883040, 1.194155], [-0.080222, 2.959801, 1.525403], [5.006535, 0.561399, -2.491371], [-3.533363, -4.281164, -2.227331], [-0.633445, -0.137940, 2.134851], [4.563453, -0.243380, -3.688789], [1.439586, 0.985138, -5.315213], [2.093052, -0.944967, 1.905083], [0.731886, 0.517811, -3.346587], [2.199260, -5.424385, -0.333840], [0.693656, -4.369979, -1.422815], [-0.292605, 0.413549, -2.514824], [-3.539520, 1.700958, -6.026785], [2.422701, -6.092943, -1.153567], [2.089345, 2.525558, -2.040013], [-2.274224, -2.800937, 3.064680], [5.425843, -0.505406, -4.301576], [-4.306225, -5.077437, -0.391328], [-2.848550, 1.303075, -6.937732], [-3.933174, 0.594542, -2.481647], [2.868082, -5.555524, 0.876129], [-5.205032, 1.239059, -4.135592], [-0.300875, 1.105172, 4.842207], [4.119935, 3.938558, 0.778498], [-2.015445, -0.950074, 4.599069], [-2.568886, -4.041969, 1.004141], [-2.091510, 0.493264, 2.995022], [-0.679809, 1.198670, -5.158239], [1.231155, -4.448121, -0.486288], [-0.805829, -2.294169, -2.500887], [0.571739, 0.911151, -4.676044], [-1.483430, 3.122451, -0.534896], [1.081929, 3.378289, 2.287476], [-4.189205, 1.067160, -3.806155], [1.038090, 3.547010, -0.557934], [-0.080784, 2.580164, -0.010971], [-4.618950, -0.283569, -0.367558], [-3.267153, -0.374163, -0.022690], [0.948425, -3.577108, 0.567575], [2.984676, 0.301271, 4.908941], [2.575433, -4.705166, 1.932404], [-1.633207, 5.054881, -1.276218], [-5.207256, 1.872228, 4.820167], [-2.988282, -0.788340, 0.934319], [-1.878282, 4.508228, -0.368990], [-5.367780, -0.613842, 0.337566], [-4.388085, 2.977233, 2.768809], [0.641586, 0.686860, 4.518848], [-1.534991, 0.663829, -2.980689], [-3.671144, 0.377522, 4.816313], [0.739029, 0.026360, 3.292652], [5.008661, 3.122101, -0.518241], [1.754556, 0.272011, -0.729448], [-0.274976, -2.290600, 0.308060], [-2.562652, -3.876788, -0.064846], [0.747727, 3.448781, 3.317532], [-1.373092, 4.953694, 0.485670], [-3.168540, 1.274994, -4.659466], [-4.336637, 1.485381, 4.308191], [-2.545294, -3.507268, -2.821905], [-2.288165, 0.016125, -0.819017], [-4.524008, 2.387786, -6.131248], [-3.542825, -4.464551, -0.850821], [1.873295, 2.637921, 2.193755], [1.631577, -3.705332, 1.775339], [1.706775, 0.298592, -2.937184], [1.687277, 1.329222, 6.273479], [-4.019694, -0.097695, 5.722997], [-0.817726, 1.507969, -6.182462], [3.875287, 0.333476, -4.310192]], "forces_ev_per_angstrom": [[0.014, 0.011, -0.036], [-0.009, -0.009, -0.018], [0.021, 0.011, -0.012], [-0.061, -0.075, 0.048], [-0.020, 0.062, 0.006], [-0.006, 0.004, 0.014], [0.008, -0.008, 0.010], [-0.017, 0.031, 0.036], [0.071, -0.016, -0.050], [-0.035, -0.061, 0.051], [-0.001, -0.016, 0.000], [-0.102, -0.050, 0.016], [-0.099, 0.013, 0.044], [-0.001, 0.003, 0.013], [0.059, 0.399, -0.381], [-0.006, -0.014, 0.047], [0.004, -0.010, 0.014], [-0.027, -0.012, 0.102], [-0.053, 0.002, -0.092], [0.014, 0.023, 0.016], [-0.016, 0.014, -0.011], [-0.073, 0.004, 0.022], [-0.024, 0.067, -0.002], [-0.011, 0.008, 0.000], [-0.003, -0.002, -0.003], [-0.089, -0.060, -0.088], [-0.002, -0.030, 0.030], [0.001, -0.005, 0.022], [-0.001, -0.010, -0.010], [0.169, 0.191, -0.370], [0.004, -0.008, 0.001], [-0.001, -0.001, -0.013], [0.008, -0.009, -0.006], [-0.028, -0.022, -0.027], [0.005, -0.009, -0.023], [0.009, 0.004, -0.009], [0.198, 0.146, -0.120], [-0.001, 0.001, 0.004], [-0.032, -0.004, -0.003], [0.017, -0.045, 0.014], [-0.010, -0.004, 0.005], [0.093, 0.003, 0.005], [-0.016, -0.041, 0.077], [0.070, -0.004, -0.002], [0.013, 0.009, -0.011], [0.191, -0.333, -0.012], [-0.004, -0.006, 0.002], [0.018, 0.004, 0.004], [-0.021, -0.026, 0.048], [0.023, -0.035, 0.045], [0.006, -0.003, 0.021], [0.014, -0.010, -0.012], [0.078, -0.044, 0.043], [-0.015, -0.030, 0.125], [0.003, -0.004, -0.009], [0.014, 0.052, 0.027], [0.008, -0.012, 0.038], [0.009, -0.004, 0.001], [-0.009, -0.007, 0.007], [0.150, -0.082, -0.156], [0.057, 0.012, 0.007], [0.002, -0.013, 0.000], [-0.004, 0.003, 0.001], [-0.052, 0.003, 0.036], [0.008, 0.008, 0.002], [-0.014, 0.007, 0.024], [-0.013, -0.018, 0.007], [0.005, -0.113, 0.056], [0.057, -0.019, 0.061], [-0.004, 0.043, -0.006], [0.004, -0.009, -0.010], [-0.070, 0.024, -0.033], [0.038, -0.017, 0.102], [0.005, 0.007, -0.013], [0.070, -0.007, -0.028], [0.113, 0.078, 0.199], [-0.190, 0.035, -0.340], [0.004, 0.024, -0.016], [-0.058, 0.035, 0.052], [0.045, -0.044, -0.022], [-0.013, 0.004, -0.019], [0.051, -0.008, -0.040], [-0.002, 0.010, 0.009], [-0.010, 0.003, 0.004], [0.023, 0.025, 0.043], [0.014, 0.044, -0.015], [-0.005, -0.002, 0.003], [-0.008, -0.001, -0.005], [0.003, -0.011, -0.035], [-0.056, 0.038, -0.033], [0.015, -0.008, -0.009], [-0.052, 0.042, 0.029], [0.005, 0.015, -0.008], [0.035, -0.389, 0.417], [-0.229, 0.208, 0.011], [-0.034, -0.030, -0.034], [-0.002, 0.004, -0.006], [-0.005, -0.004, 0.003], [-0.106, -0.004, 0.061], [-0.002, 0.001, 0.016], [-0.028, -0.008, -0.022], [0.038, -0.036, 0.019], [-0.161, 0.126, -0.011], [0.015, 0.017, 0.003], [0.023, -0.008, -0.001], [-0.034, -0.003, 0.010], [0.035, -0.003, 0.017], [-0.013, -0.002, 0.009], [-0.002, 0.000, 0.011], [0.006, -0.013, 0.017], [0.002, 0.007, -0.006]], "total_energy_ha": -6084.955722, "de_lowest_ev": 0.196, "total_charge": 2, "multiplicity": 1, "orbital_gap_ev": 6.01, "homo_energy_ev": -11.850}